Record 1
# C30H37F6O24PS

A 7-piece molecular cluster, C30H37F6O24PS overall at a distorted geometry (ωB97M-V with the def2-TZVPD basis set, the Open Molecules 2025 dataset).

XYZ file:
```
99
Properties=species:S:1:pos:R:3:forces:R:3
C -1.218 -0.099 -1.156 -0.63 -0.26 -0.14
C -1.496 -0.383 -2.466 0.36 -0.44 0.78
C -2.568 0.262 -3.225 -0.97 -1.97 -0.49
O -2.448 0.376 -4.427 -0.10 0.46 0.41
O -3.612 0.718 -2.520 0.35 0.54 0.25
C -4.238 1.889 -3.075 0.07 0.15 0.39
C -4.771 2.759 -1.965 -0.78 -0.11 -0.36
C -6.089 2.235 -1.379 0.16 0.69 0.72
C -7.331 2.987 -1.891 -0.42 -0.72 -0.14
C -8.519 2.024 -2.137 0.75 0.43 0.28
C -9.360 1.959 -0.864 0.18 -0.43 -0.60
C -10.555 0.983 -0.893 0.24 1.07 -0.11
O -11.589 1.568 -0.183 0.29 -0.52 0.78
O -10.014 -0.243 -0.355 -0.21 -0.47 -0.11
C -9.538 -0.957 -1.392 1.43 -1.42 0.16
O -8.750 -1.870 -1.317 -1.44 1.56 -0.26
O -10.022 -0.467 -2.602 0.48 -0.22 0.61
C -11.009 0.467 -2.235 -1.55 -0.07 -0.82
P -12.584 -0.586 -2.276 -0.56 -0.73 1.68
S -12.962 -1.631 -0.688 0.07 0.00 -0.19
H -0.337 0.427 -0.817 1.10 -1.49 0.15
H -1.912 -0.439 -0.394 -0.97 1.84 0.15
H -0.879 -1.083 -3.011 1.15 1.37 -0.94
H -3.507 2.469 -3.624 0.22 -0.19 -0.41
H -5.040 1.563 -3.728 -0.12 0.07 -0.32
H -5.000 3.710 -2.443 0.11 0.29 0.01
H -4.019 2.972 -1.215 0.23 -0.22 0.13
H -6.188 1.163 -1.522 0.07 -0.18 -0.16
H -6.058 2.389 -0.304 0.06 -0.21 0.26
H -7.671 3.682 -1.131 0.19 0.48 0.03
H -7.084 3.560 -2.779 -0.06 0.01 -0.23
H -8.057 1.063 -2.329 -0.23 -0.32 -0.24
H -9.087 2.300 -3.021 -0.21 0.15 -0.05
H -9.666 2.947 -0.544 -0.39 0.20 -0.19
H -8.699 1.590 -0.086 0.03 -0.04 0.31
H -12.348 1.721 -0.744 -0.37 -0.21 -0.02
H -11.254 1.265 -2.936 0.96 0.05 -0.48
H -12.401 -1.415 -3.400 0.14 0.64 -0.30
H -13.678 0.269 -2.546 0.41 0.19 -0.50
O 0.458 0.518 1.951 -0.08 0.11 -0.11
C 1.179 -0.406 1.785 -0.21 0.11 0.01
O 0.868 -1.687 2.094 0.30 0.03 -0.13
C 1.934 -2.520 1.620 -0.12 -0.32 0.14
C 3.086 -1.547 1.559 0.12 -0.03 -0.26
F 3.947 -1.846 0.554 -0.11 0.12 0.02
O 2.436 -0.321 1.262 -0.01 -0.19 0.36
H 1.680 -2.913 0.635 0.12 0.10 -0.07
H 2.114 -3.350 2.299 -0.14 0.10 0.14
H 3.644 -1.446 2.493 0.11 0.00 -0.07
O 9.776 0.482 1.132 0.17 -0.01 0.06
C 8.591 0.429 1.196 0.09 -0.29 -0.02
O 7.799 -0.059 0.222 -0.16 0.35 0.28
C 6.455 -0.079 0.732 -0.21 -0.13 -0.43
C 6.516 0.965 1.813 -0.14 -0.26 0.22
F 5.673 0.660 2.829 0.12 0.18 0.03
O 7.861 0.859 2.261 -0.05 0.26 -0.33
H 6.229 -1.069 1.127 0.04 0.04 0.10
H 5.738 0.161 -0.049 0.18 0.01 -0.15
H 6.325 1.986 1.478 -0.05 0.02 0.12
O 6.446 -3.569 0.550 -0.16 0.07 0.11
C 7.608 -3.756 0.430 -0.01 0.07 0.10
O 8.480 -2.853 -0.080 0.11 -0.37 0.08
C 9.799 -3.389 0.075 0.21 0.30 -0.23
C 9.526 -4.871 0.167 0.10 -0.02 0.41
F 10.421 -5.500 0.966 -0.08 -0.03 -0.03
O 8.248 -4.906 0.781 -0.01 0.10 -0.43
H 10.247 -2.996 0.988 -0.01 -0.16 0.07
H 10.429 -3.125 -0.770 -0.19 0.10 -0.09
H 9.479 -5.384 -0.795 0.07 -0.10 0.05
O 8.067 6.529 0.134 -0.12 0.13 -0.02
C 8.827 5.641 -0.035 -0.09 0.01 -0.11
O 8.562 4.336 0.236 0.26 0.07 -0.07
C 9.674 3.561 -0.231 -0.11 -0.44 0.20
C 10.786 4.578 -0.238 -0.01 0.07 -0.45
F 11.683 4.338 -1.226 -0.01 0.08 0.05
O 10.095 5.783 -0.522 -0.05 -0.17 0.43
H 9.456 3.183 -1.231 0.15 0.14 -0.08
H 9.870 2.721 0.429 -0.11 0.09 0.12
H 11.316 4.678 0.710 0.11 -0.01 -0.06
O 5.237 -0.914 5.062 -0.09 -0.31 -0.07
C 5.403 -0.082 5.883 -0.05 -0.07 0.05
O 4.423 0.708 6.389 0.25 0.06 0.07
C 4.993 1.486 7.447 -0.29 0.23 0.04
C 6.459 1.478 7.085 0.13 -0.25 0.29
F 7.250 1.513 8.186 0.02 -0.01 -0.08
O 6.608 0.225 6.444 -0.20 0.31 -0.22
H 4.808 0.994 8.403 0.18 -0.04 0.02
H 4.566 2.484 7.471 -0.11 -0.06 -0.19
H 6.761 2.273 6.401 0.10 0.03 0.08
O -5.782 -7.118 -3.396 0.01 -0.19 -0.01
C -5.739 -6.022 -2.960 -0.16 -0.05 0.05
O -6.701 -5.082 -3.133 0.29 0.06 0.11
C -6.346 -3.941 -2.341 -0.25 0.26 -0.13
C -4.854 -4.114 -2.197 -0.06 -0.14 0.38
F -4.402 -3.637 -1.009 0.07 -0.04 -0.05
O -4.706 -5.523 -2.216 -0.05 0.20 -0.37
H -6.861 -3.990 -1.381 0.14 0.01 0.07
H -6.621 -3.017 -2.840 -0.11 -0.12 -0.14
H -4.266 -3.676 -3.005 0.09 0.06 0.10
```
Positions in Å, forces in eV/Å.

Summary:
LUMO (eV): -0.63
SMILES: C=CC(=O)OCCCCCC[C@]1(O)OC(=O)O[C@H]1[PH2]=S.O=C1OC[C@@H](F)O1.O=C1OC[C@@H](F)O1.O=C1OC[C@@H](F)O1.O=C1OC[C@@H](F)O1.O=C1OC[C@@H](F)O1.O=C1OC[C@@H](F)O1
HOMO (eV): -8.68

Atomic partial charges in e from the Löwdin method, atoms 1 to 8: atom 1 (C): 0.08, atom 2 (C): -0.06, atom 3 (C): -0.54, atom 4 (O): 0.10, atom 5 (O): 0.00, atom 6 (C): -0.17, atom 7 (C): -0.17, atom 8 (C): -0.19

---

Record 2
# C30H37O5W

C30H37O5W as an isolated structure at a distorted geometry (ωB97M-V with the def2-TZVPD basis set, the Open Molecules 2025 dataset).

XYZ file:
```
73
Properties=species:S:1:pos:R:3:forces:R:3
C 0.214 -0.737 -4.198 0.35 -1.84 -0.59
C -0.012 -1.481 -2.865 0.53 -0.08 0.23
C -0.194 0.720 -3.981 0.16 -0.13 -0.41
C -1.046 0.724 -2.660 -0.69 -0.11 -1.80
H -0.798 1.004 -4.856 0.29 0.17 0.36
H 0.721 1.352 -3.966 -0.74 -0.23 0.30
C -1.224 -0.798 -2.284 -0.03 1.22 0.26
H 0.866 -1.354 -2.205 -0.35 0.05 -0.32
H -0.174 -2.561 -2.995 0.17 0.37 -0.03
C -1.436 -1.014 -0.775 -0.65 -0.21 1.97
H -2.118 -1.154 -2.850 0.39 0.11 0.49
H -2.042 1.123 -2.933 0.23 -0.30 0.10
C -0.504 1.663 -1.709 1.16 0.90 2.02
C 1.645 -0.953 -4.696 0.84 0.35 1.76
C -0.588 -1.391 -5.341 -0.81 1.29 -0.60
O -1.079 -0.751 -6.257 0.17 -0.98 0.94
O 2.627 -1.049 -3.965 -1.44 0.14 -1.52
O 1.687 -1.025 -6.040 0.71 0.00 0.57
O -0.623 -2.735 -5.282 -0.17 0.32 -0.55
C -1.172 -3.329 -6.476 0.14 -0.07 0.20
H -1.010 -4.397 -6.338 -0.11 0.04 -0.11
H -0.629 -2.962 -7.357 -0.22 -0.09 0.23
H -2.241 -3.100 -6.572 0.34 -0.02 0.02
C 2.995 -1.293 -6.525 0.48 -0.03 -0.37
H 3.710 -0.521 -6.187 -0.34 -0.40 -0.18
H 2.889 -1.286 -7.611 0.19 -0.02 0.13
H 3.329 -2.280 -6.172 -0.02 0.36 -0.13
O -0.870 -0.192 0.199 0.10 0.64 -2.34
H -1.109 -2.043 -0.558 0.00 -0.60 -0.25
H -2.548 -1.061 -0.614 0.24 0.12 -0.33
C -1.454 2.516 -0.924 -0.25 0.41 -0.10
C 0.971 1.655 -1.348 0.23 0.48 0.09
H 1.566 2.485 -1.858 -0.57 -0.88 0.39
H 1.417 0.678 -1.612 -0.03 0.53 -0.16
H 1.172 1.754 -0.247 -0.67 0.24 -1.07
H -1.081 2.794 0.079 -0.05 -0.25 -0.45
H -2.412 1.978 -0.784 0.40 0.29 0.00
H -1.680 3.474 -1.469 0.06 -0.53 0.35
W -0.551 -0.229 2.539 2.52 0.63 -0.46
C -2.327 -0.209 3.834 -0.10 -1.08 0.11
C -2.841 -0.339 2.481 0.27 -0.08 0.14
C -2.369 -1.591 1.965 0.00 -0.64 0.88
H -3.478 0.370 1.964 0.10 -0.26 0.13
C -1.499 -2.204 2.931 -2.07 1.02 0.75
C -1.475 -1.339 4.119 -0.75 -0.98 0.19
H -0.950 -1.539 5.055 -0.29 -0.02 -0.30
H -2.630 0.557 4.535 0.32 -0.03 -0.19
H -2.714 -2.066 1.045 0.58 0.45 0.28
H -0.988 -3.141 2.811 0.12 0.00 -0.06
C 2.117 0.523 2.510 -0.66 -0.58 -0.46
C 1.771 -0.358 3.588 0.03 0.06 -0.18
C 1.277 -1.569 3.022 -0.12 0.08 -0.68
H 1.931 -0.185 4.654 -0.16 0.08 -0.45
C 1.234 -1.410 1.576 0.68 0.28 0.81
C 1.819 -0.127 1.284 0.06 -0.33 0.16
H 2.007 0.247 0.277 -0.14 -0.27 0.80
H 2.574 1.519 2.600 -0.45 -0.50 0.06
H 1.057 -2.503 3.550 0.10 0.57 -0.12
H 0.984 -2.181 0.855 -0.01 0.22 0.12
C -0.581 1.971 3.281 -0.70 -0.88 -1.48
C 0.070 2.168 4.588 0.21 0.32 0.12
C -0.249 1.424 5.748 0.25 0.44 0.00
C 0.439 1.640 6.939 -0.07 0.09 -0.19
C 1.456 2.595 7.005 0.11 0.11 0.15
C 1.768 3.353 5.871 0.10 -0.10 0.19
C 1.089 3.141 4.679 -0.18 -0.42 0.36
H -0.077 2.507 2.461 -0.23 0.31 0.51
H -1.653 2.221 3.274 0.39 0.14 0.04
H -1.028 0.664 5.733 0.29 0.27 -0.09
H 0.161 1.050 7.817 0.20 0.21 -0.21
H 2.000 2.746 7.942 -0.17 0.00 -0.32
H 2.547 4.120 5.913 -0.20 -0.28 0.06
H 1.341 3.716 3.786 -0.09 -0.12 0.23
```
Positions in Å, forces in eV/Å.

Summary:
LUMO (spin up / spin down) (eV): 2.41 / 2.41
Energy relative to the best compared isomer or geometry (same formula, charge and spin) (kJ/mol): 158.9
2S+1: 3
HOMO (spin up / spin down) (eV): -1.96 / -2.25
Expectation value of S²: 2.010
Charge: -1

Atomic partial charges in e from the Löwdin method, atoms 1 to 8: atom 1 (C): -0.25, atom 2 (C): -0.08, atom 3 (C): -0.03, atom 4 (C): -0.24, atom 5 (H): 0.12, atom 6 (H): 0.13, atom 7 (C): -0.22, atom 8 (H): 0.13

---

Record 3
# C30H38As2N7O8Pd

C30H38As2N7O8Pd as an isolated structure at a distorted geometry (ωB97M-V with the def2-TZVPD basis set, the Open Molecules 2025 dataset).

XYZ file:
```
86
Properties=species:S:1:pos:R:3:forces:R:3
Pd 0.644 0.045 0.243 0.84 -0.15 -1.26
C -2.026 -1.582 0.579 -0.05 -0.17 0.04
C -1.679 -2.985 0.079 0.10 0.15 0.11
C -0.464 -3.557 0.765 0.11 0.10 -0.19
C -0.576 -4.545 1.728 0.01 -0.03 0.04
C 0.557 -5.092 2.315 0.00 -0.01 0.01
C 1.815 -4.666 1.924 -0.03 -0.03 0.06
C 1.973 -3.670 0.967 -0.07 0.27 -0.19
C 3.349 -3.246 0.508 0.02 -0.16 0.14
C 4.324 -2.944 1.647 -0.11 -0.04 -0.13
C 0.820 -3.104 0.398 0.00 -0.65 0.32
N 0.888 -2.046 -0.509 0.13 1.02 0.25
C 1.162 -2.060 -1.777 -0.06 -0.15 0.08
C 1.024 -0.886 -2.525 0.02 0.07 -0.30
C 1.273 -0.584 -3.877 0.03 -0.13 0.12
C 0.907 0.741 -4.049 -0.01 0.17 0.03
C 0.445 1.198 -2.798 -0.12 -0.01 -0.12
N 0.504 0.226 -1.896 -0.17 -0.15 0.43
H -2.958 -1.223 0.145 0.03 0.07 -0.01
H -1.238 -0.865 0.293 -0.31 -0.04 0.02
H -2.116 -1.587 1.667 -0.02 0.07 0.00
H -1.500 -2.952 -0.997 -0.11 -0.01 -0.02
H -2.536 -3.638 0.252 0.04 -0.05 -0.01
H -1.558 -4.908 2.007 0.00 0.02 0.00
H 0.457 -5.874 3.056 0.01 0.01 0.00
H 2.692 -5.133 2.356 0.01 0.00 0.00
H 3.262 -2.369 -0.133 -0.06 -0.16 -0.07
H 3.762 -4.047 -0.113 0.05 0.06 -0.03
H 3.922 -2.173 2.311 0.04 -0.04 0.00
H 5.276 -2.595 1.243 0.05 -0.02 0.06
H 4.528 -3.830 2.248 0.02 0.03 0.02
H 1.467 -2.988 -2.261 -0.05 -0.03 0.03
H 1.657 -1.263 -4.623 0.00 0.01 0.01
H 0.937 1.319 -4.958 -0.02 -0.03 -0.01
H 0.048 2.170 -2.546 0.06 0.02 -0.01
C -4.123 1.536 2.467 -0.07 0.14 -0.12
O -3.079 0.847 3.178 -0.06 -0.28 0.14
C -1.847 0.947 2.734 0.00 0.35 -0.14
O -1.526 1.571 1.738 -0.03 -0.13 0.02
C -0.807 0.210 3.516 -0.12 -0.12 -0.06
C -1.042 -0.580 4.561 0.07 -0.06 0.04
As 0.196 -1.887 5.328 0.07 -0.03 0.08
C 0.045 -1.325 7.204 -0.02 0.11 0.03
C 1.893 -0.993 4.948 -0.07 0.18 -0.16
C 2.162 -0.205 3.905 0.02 -0.31 -0.11
As 0.899 0.568 2.636 -0.23 0.04 1.08
C 1.041 2.442 3.174 0.07 0.16 -0.20
C 3.534 0.279 3.592 0.07 0.44 -0.07
O 3.712 1.171 2.791 0.06 -0.15 -0.11
O 4.498 -0.361 4.233 -0.06 -0.24 0.13
C 5.860 0.065 4.049 0.08 0.07 -0.07
C 2.900 -1.230 6.043 0.13 -0.04 0.14
O 3.069 -0.382 6.873 0.00 -0.04 -0.07
O 3.491 -2.423 6.152 -0.02 0.00 0.07
C 3.295 -3.446 5.172 -0.08 -0.01 -0.10
C -2.364 -0.745 5.260 -0.37 -0.17 -0.09
O -2.946 0.091 5.884 0.17 0.14 0.04
O -2.735 -2.039 5.176 0.15 0.10 -0.17
C -3.972 -2.409 5.807 -0.09 0.03 0.16
H -4.999 0.897 2.503 0.03 -0.04 0.03
H -3.822 1.733 1.442 0.00 -0.04 0.01
H -4.332 2.474 2.978 0.05 -0.01 0.02
H -0.957 -1.548 7.569 -0.01 -0.05 -0.07
H 0.243 -0.260 7.304 0.00 -0.01 0.00
H 0.764 -1.877 7.807 0.01 -0.05 -0.06
H 1.098 2.484 4.260 0.01 -0.07 0.01
H 0.167 2.985 2.823 -0.01 -0.12 0.00
H 1.936 2.878 2.742 0.02 -0.07 0.01
H 6.371 -0.683 3.446 -0.02 0.01 -0.01
H 6.309 0.113 5.037 -0.03 0.00 0.01
H 5.892 1.032 3.556 -0.01 -0.01 0.03
H 4.216 -4.021 5.141 0.02 0.02 0.01
H 3.088 -3.038 4.182 0.01 0.04 0.07
H 2.474 -4.097 5.473 0.00 0.01 0.01
H -3.855 -3.437 6.136 0.02 0.00 -0.05
H -4.780 -2.338 5.081 0.01 0.03 0.00
H -4.178 -1.760 6.654 0.01 0.00 -0.02
N 4.899 2.487 -2.115 0.22 0.71 0.15
N 4.294 1.568 -1.318 -0.29 -0.42 0.08
N 4.972 0.644 -0.678 0.16 0.08 -0.06
C 4.012 0.046 0.008 -0.15 0.11 0.03
N 2.823 0.603 -0.238 -0.27 -0.30 0.23
N 3.018 1.582 -1.092 0.24 0.28 -0.12
H 5.781 2.148 -2.461 0.01 -0.22 -0.09
H 4.266 2.850 -2.811 -0.11 -0.16 -0.11
H 4.178 -0.780 0.672 0.03 0.16 0.01
```
Positions in Å, forces in eV/Å.

Summary:
LUMO (spin up / spin down) (eV): -2.90 / -4.56
2S+1: 3
HOMO (spin up / spin down) (eV): -10.40 / -10.36
Expectation value of S²: 2.010
Charge: +1

Atomic partial charges in e from the Löwdin method, atoms 1 to 8: atom 1 (Pd): 0.81, atom 2 (C): -0.07, atom 3 (C): -0.17, atom 4 (C): -0.17, atom 5 (C): -0.03, atom 6 (C): -0.06, atom 7 (C): -0.04, atom 8 (C): -0.15

---

| no. | total energy (hartree) |
| --- | --- |
| 1 | -4309.8145 |
| 2 | -1608.4769 |
| 3 | -6750.2826 |